1.
{
  "formula": "C29H54F13N7O3P",
  "method": "the ωB97M-V functional and the def2-TZVPD basis",
  "symbols": ["C", "C", "C", "C", "N", "C", "N", "C", "N", "C", "C", "C", "P", "O", "O", "O", "N", "C", "C", "C", "F", "F", "C", "F", "F", "C", "F", "F", "C", "F", "F", "C", "F", "F", "C", "F", "F", "F", "N", "H", "H", "H", "H", "H", "H", "H", "H", "H", "H", "H", "H", "H", "H", "H", "H", "H", "H", "H", "H", "H", "H", "H", "H", "C", "C", "N", "C", "C", "C", "C", "H", "H", "H", "H", "H", "H", "H", "H", "H", "H", "H", "H", "H", "H", "H", "C", "C", "N", "C", "C", "C", "C", "H", "H", "H", "H", "H", "H", "H", "H", "H", "H", "H", "H", "H", "H", "H"],
  "coordinates": [[-2.3493, 0.8714, -1.5051], [-1.5443, 2.2130, -1.0952], [-1.1854, 2.2313, 0.4638], [0.4049, 2.3290, 0.7271], [0.8102, 1.3222, 1.7990], [0.9514, 0.0632, 1.1026], [2.1628, -0.6126, 0.7489], [1.9462, -1.8540, 0.0665], [2.7914, -2.7493, -0.4492], [4.2715, -2.4084, -0.2979], [4.7125, -1.7167, -1.6793], [6.1413, -2.1742, -2.2233], [2.4449, -4.2154, -1.3137], [1.8574, -3.8104, -2.6814], [1.5117, -5.3356, -0.4784], [3.8985, -5.0285, -1.6956], [0.5362, -1.9626, 0.0373], [-0.4716, -2.9245, -0.4330], [-0.9844, -3.9821, 0.6674], [-2.1261, -3.4524, 1.6191], [-1.7185, -2.3753, 2.4659], [-2.4190, -4.5149, 2.5231], [-3.4732, -2.9796, 0.9148], [-4.4782, -3.0297, 1.9201], [-3.3982, -1.6006, 0.5611], [-4.0022, -3.9046, -0.2662], [-3.9195, -5.2426, 0.2126], [-3.2287, -3.8698, -1.4375], [-5.5376, -3.6782, -0.6606], [-5.9714, -2.3524, -0.3899], [-6.2890, -4.4803, 0.2326], [-5.8952, -3.9457, -2.1908], [-7.3022, -3.7799, -2.2834], [-5.3729, -2.9627, -3.0640], [-5.5996, -5.4211, -2.7258], [-5.6677, -6.4158, -1.7637], [-6.6238, -5.7138, -3.6560], [-4.4098, -5.5175, -3.4773], [-0.0217, -0.8581, 0.6076], [-1.6873, -0.0596, -1.4757], [-3.3056, 0.7370, -0.8844], [-2.7173, 1.0010, -2.5849], [-2.2349, 3.0822, -1.3608], [-0.6285, 2.2641, -1.7806], [-1.6452, 3.1836, 0.9025], [-1.6265, 1.3491, 1.0293], [0.7338, 3.3445, 1.1181], [0.9436, 2.0123, -0.2234], [1.7651, 1.5302, 2.1460], [4.8894, -3.3415, -0.0451], [4.4637, -1.6747, 0.5437], [3.9456, -2.0592, -2.4669], [4.5814, -0.5766, -1.6328], [6.2087, -3.3046, -2.3586], [6.2390, -1.7339, -3.2798], [6.9598, -1.7374, -1.5728], [1.8355, -6.2525, -0.6429], [4.0231, -5.0269, -2.6682], [-0.2150, -3.5151, -1.3649], [-1.4018, -2.3092, -0.7176], [-1.3391, -4.9266, 0.1419], [-0.0807, -4.2325, 1.3269], [-1.0175, -0.6359, 0.7318], [-3.2404, 5.0908, -4.2827], [-3.8101, 6.0651, -3.2593], [-2.7965, 6.8361, -2.5482], [-3.3299, 7.5669, -1.4002], [-4.3389, 8.6803, -1.6735], [-1.8565, 7.5816, -3.3774], [-2.4276, 8.6188, -4.3444], [-2.5297, 4.4018, -3.8179], [-4.0485, 4.4968, -4.7173], [-2.7401, 5.6059, -5.1054], [-4.3747, 5.4723, -2.5315], [-4.5364, 6.7161, -3.7614], [-2.4980, 7.9795, -0.8192], [-3.8038, 6.8400, -0.7296], [-3.8551, 9.5760, -2.0659], [-4.8281, 8.9715, -0.7389], [-5.1235, 8.3743, -2.3679], [-1.2682, 6.8638, -3.9595], [-1.1152, 8.0700, -2.7352], [-3.3106, 8.2578, -4.8754], [-1.6759, 8.8695, -5.0986], [-2.6829, 9.5479, -3.8353], [2.0895, -1.3721, 4.6831], [3.3967, -2.1407, 4.8288], [4.4677, -1.6559, 3.9638], [5.6218, -2.5525, 3.9193], [6.4173, -2.7509, 5.2075], [4.7869, -0.2372, 4.0691], [5.2132, 0.2973, 5.4362], [1.7424, -1.3798, 3.6456], [1.3161, -1.8371, 5.2995], [2.1845, -0.3349, 5.0123], [3.1853, -3.1847, 4.5739], [3.6927, -2.1318, 5.8848], [6.3055, -2.2191, 3.1303], [5.2705, -3.5364, 3.5854], [7.0486, -1.8891, 5.4287], [7.0859, -3.6103, 5.0988], [5.7774, -2.9458, 6.0698], [3.9132, 0.3366, 3.7385], [5.5608, 0.0157, 3.3356], [4.5961, -0.0885, 6.2500], [5.1213, 1.3873, 5.4486], [6.2565, 0.0683, 5.6516]],
  "max_force_ev_per_a": 6.76,
  "charge": 1,
  "spin_multiplicity": 1,
  "total_energy_ha": -3385.6807,
  "e_lumo_ev": -3.00,
  "e_homo_ev": -9.640
}

=====

2.
{
  "formula": "C29H54N3O9P2V",
  "method": "the ωB97M-V functional and the def2-TZVPD basis",
  "symbols": ["V", "C", "O", "C", "C", "O", "C", "C", "O", "C", "H", "H", "H", "H", "H", "H", "H", "H", "H", "H", "H", "H", "H", "H", "C", "C", "C", "O", "P", "O", "C", "P", "O", "O", "C", "C", "C", "O", "C", "C", "C", "O", "C", "C", "C", "H", "H", "H", "H", "H", "H", "H", "H", "H", "H", "H", "H", "H", "H", "H", "H", "H", "H", "H", "H", "H", "H", "H", "H", "H", "H", "H", "H", "H", "H", "C", "N", "C", "C", "N", "H", "H", "H", "H", "H", "H", "N", "C", "C", "C", "C", "C", "C", "C", "H", "H", "H", "H"],
  "coordinates": [[0.2973, -1.1173, -0.3623], [-1.8937, -2.2940, 1.3260], [-1.2157, -2.4524, 0.0497], [-1.6008, -3.6552, -0.6660], [-0.4124, -4.5699, -0.8171], [0.6744, -3.9259, -1.4442], [0.5906, -3.7612, -2.8490], [0.0998, -2.3663, -3.1790], [0.8470, -1.4544, -2.3480], [1.7152, -0.5692, -3.0658], [-2.1297, -3.2759, 1.7289], [-2.7981, -1.7058, 1.1790], [-1.2290, -1.7730, 2.0060], [-2.0222, -3.3542, -1.6244], [-2.3883, -4.1553, -0.1042], [-0.7172, -5.4670, -1.3668], [-0.0542, -4.8779, 0.1658], [-0.0466, -4.5199, -3.3133], [1.6033, -3.8887, -3.2333], [-0.9533, -2.2009, -2.9598], [0.2711, -2.1207, -4.2273], [2.4116, -1.1498, -3.6701], [2.2729, 0.0087, -2.3345], [1.1221, 0.0989, -3.6914], [2.7332, 3.1787, 0.6838], [2.4694, 2.2115, -0.4434], [2.3515, 2.8966, -1.7837], [1.2183, 1.3995, -0.2354], [-0.0836, 1.5921, 0.6102], [-0.5600, 0.1624, 0.8555], [-1.2980, 2.3844, -0.4494], [-2.1692, 1.1286, -1.4232], [-1.2393, 0.0105, -1.7721], [-2.7899, 1.8258, -2.6775], [-2.2035, 1.7491, -4.0294], [-3.2931, 2.1839, -4.9776], [-0.9678, 2.6178, -4.0904], [-3.3662, 0.7934, -0.4841], [-4.6404, 0.1360, -0.8568], [-5.6146, 1.1697, -1.3717], [-4.3941, -1.0103, -1.8139], [0.1942, 2.4448, 1.8431], [-0.6674, 2.8851, 2.9778], [-1.0813, 4.3135, 2.7287], [-1.8146, 1.9248, 3.1886], [3.6816, 3.6730, 0.4703], [2.8064, 2.6593, 1.6345], [1.9636, 3.9500, 0.7325], [3.2264, 1.4286, -0.4448], [1.5732, 3.6623, -1.7545], [2.1313, 2.2007, -2.5908], [3.2927, 3.3955, -2.0135], [-0.7790, 3.0607, -1.1325], [-2.0055, 2.9738, 0.1326], [-1.9438, 0.7019, -4.1937], [-3.5857, 3.2144, -4.7756], [-4.1693, 1.5431, -4.8868], [-2.9314, 2.1239, -6.0040], [-1.2210, 3.6573, -3.8749], [-0.5383, 2.5774, -5.0918], [-0.2057, 2.2790, -3.3846], [-4.9880, -0.2476, 0.1014], [-5.3309, 1.5263, -2.3603], [-5.6724, 2.0170, -0.6896], [-6.6069, 0.7222, -1.4349], [-4.1163, -0.6446, -2.8048], [-5.3080, -1.5950, -1.9179], [-3.6041, -1.6640, -1.4422], [0.0277, 2.8349, 3.8131], [-1.7894, 4.3910, 1.9020], [-0.2162, 4.9411, 2.5213], [-1.5733, 4.6998, 3.6214], [-2.5300, 1.9635, 2.3627], [-2.3452, 2.2094, 4.0970], [-1.4575, 0.9026, 3.3061], [4.5549, -0.8073, 4.9125], [3.1874, -0.3091, 4.7650], [2.2691, -0.4830, 5.8825], [2.7567, 0.0801, 3.5841], [2.4414, 0.4083, 2.5171], [5.0411, -0.3017, 5.7464], [5.1159, -0.6068, 4.0036], [4.5542, -1.8832, 5.0995], [2.6392, 0.0572, 6.7540], [2.1730, -1.5403, 6.1384], [1.2897, -0.0929, 5.6164], [6.1051, -3.6276, 3.4204], [5.1908, -3.3095, 2.8022], [4.0547, -2.8732, 2.0302], [2.7679, -3.1561, 2.4793], [1.6794, -2.6890, 1.7627], [1.8534, -1.9247, 0.6085], [3.1508, -1.6902, 0.1528], [4.2511, -2.1543, 0.8542], [2.6332, -3.7327, 3.3854], [0.6881, -2.9033, 2.1471], [3.3326, -1.1129, -0.7484], [5.2578, -1.9565, 0.5107]],
  "max_force_ev_per_a": 0.93,
  "charge": 2,
  "spin_multiplicity": 3,
  "e_above_lowest_kcal_mol": 38.3,
  "total_energy_ha": -3605.2253,
  "e_lumo_ev": [-5.69, -4.94],
  "e_homo_ev": [-13.248, -13.265]
}